Record 1
Molecular formula: C32H29GeInN2O2PS
Method: DFT, wB97M-V/def2-TZVPD

Structure (XYZ):
```
69
Properties=species:S:1:pos:R:3:forces:R:3:mulliken_charge:R:1
In 0.829401 -0.984004 1.405246 0.430 -0.908 -0.271 0.96
Ge -2.819299 -0.494904 -0.018854 -1.870 -0.256 1.346 0.38
S 2.959801 -8.144504 -1.383754 0.229 0.350 0.281 -0.33
P 1.667901 3.132496 -0.722454 -0.271 -0.636 0.242 0.92
O 1.474001 1.788996 0.291546 -0.238 0.488 -0.094 -0.23
O 3.243101 0.558796 0.956046 0.039 -0.311 0.157 -0.54
N 1.781201 -3.308804 0.382346 -0.099 0.838 0.445 -0.28
N 4.983601 -7.251804 -0.018454 0.403 0.469 0.401 -0.30
C 3.425901 2.686496 -0.332554 0.072 0.483 -0.504 -0.73
C -3.287199 3.166996 2.941046 -0.003 -0.043 -0.128 -0.52
C -3.811999 3.202596 1.658546 -0.085 0.050 0.001 -0.78
C -2.922699 -2.402704 0.442246 0.712 1.459 -0.373 0.55
C 3.099601 -5.723104 -0.169154 -0.240 0.946 0.351 1.15
C 0.427601 5.585696 -0.740654 0.060 -0.060 -0.018 -0.29
C 3.757901 -7.005504 -0.476254 -0.465 -1.597 -0.959 0.28
C 2.988901 -3.570304 0.880346 0.227 0.166 0.198 -0.27
C -3.859899 -4.540204 -0.117654 -0.080 -0.032 -0.067 -0.70
C -0.163699 6.678596 -0.134354 0.037 -0.015 0.003 -0.76
C -3.366699 -5.059904 1.069846 -0.073 0.091 -0.072 -0.50
C -0.316699 6.708696 1.245746 -0.017 -0.104 -0.145 -0.53
C 2.826601 1.525396 0.416846 -0.122 0.080 -0.042 0.67
C 1.217801 -4.239404 -0.390154 -0.154 -0.154 -0.186 -0.48
C 3.679801 -4.744104 0.644946 -0.233 -0.110 -0.205 -0.96
C 1.430901 1.752696 -4.535854 0.085 0.000 0.008 -0.82
C 0.678801 4.530696 1.443246 0.100 -0.061 0.026 -0.58
C 1.831201 -5.439004 -0.692154 0.090 0.169 0.156 -0.62
C -2.291099 1.025896 2.491646 0.128 -0.255 0.305 0.01
C 1.071701 2.596396 -2.324754 0.280 0.620 0.593 0.65
C -0.810399 2.069096 -3.710154 -0.056 -0.005 0.162 -0.76
C -2.642999 -4.254004 1.939446 0.168 0.177 0.199 -0.84
C 0.058801 1.689296 -4.724154 0.085 0.037 0.013 -0.51
C -2.522799 2.084196 3.353146 0.143 -0.222 0.096 -0.86
C -3.580899 2.153596 0.787346 -0.091 -0.075 -0.413 -0.39
C 0.850701 4.517196 0.055946 0.333 -0.600 -0.543 0.81
C -0.312699 2.519396 -2.500654 -0.067 0.037 0.016 -0.51
C -2.402999 -2.929004 1.623446 0.137 -0.005 0.411 0.05
C 1.948101 2.221396 -3.340354 0.037 0.039 0.080 -0.41
C -3.629999 -3.215204 -0.441354 -0.127 0.128 -0.405 -0.37
C 0.092401 5.636496 2.028946 0.059 -0.089 0.056 -0.77
C -2.846199 1.048696 1.213846 0.663 -1.104 -0.869 0.64
H 5.524601 -6.594504 0.519646 -0.040 -0.077 -0.055 0.15
H -0.978499 2.812196 -1.698354 -0.095 0.095 -0.025 0.61
H 3.422601 -2.788104 1.499046 0.120 -0.143 0.007 0.37
H -0.336999 1.359796 -5.672554 -0.026 -0.065 -0.076 0.46
H -0.766299 7.571796 1.708546 -0.053 0.119 0.094 0.46
H -3.480699 3.977996 3.625746 -0.025 0.087 0.066 0.50
H -4.416999 4.037596 1.347146 -0.081 0.122 -0.084 0.47
H -0.036899 5.667196 3.099646 -0.014 0.010 0.092 0.48
H -3.681099 -0.161404 -1.259654 0.526 -0.053 -0.040 0.05
H -1.718499 0.162496 2.830746 -0.139 0.224 0.020 0.25
H 1.339501 -6.166104 -1.320454 0.025 -0.042 -0.031 0.41
H 4.648101 -4.869304 1.101546 0.071 0.014 0.044 0.29
H 0.570401 5.564696 -1.810954 -0.032 0.023 -0.130 0.48
H -3.557599 -6.090904 1.326646 0.010 -0.088 0.006 0.46
H 2.100901 1.447796 -5.322054 0.093 0.009 -0.140 0.47
H -4.425699 -5.168104 -0.787554 -0.064 -0.035 -0.083 0.44
H -1.875199 2.021196 -3.873854 -0.129 0.022 0.002 0.48
H 4.080501 2.387696 -1.155554 -0.146 0.024 0.052 0.41
H -0.498899 7.508696 -0.734554 -0.009 0.103 -0.073 0.46
H 5.412801 -8.140204 -0.231654 -0.097 0.050 -0.028 0.21
H -1.855299 -2.294904 2.317446 -0.097 -0.137 -0.004 0.41
H 3.970701 3.407696 0.281646 -0.164 -0.043 0.071 0.39
H -3.994399 2.170696 -0.214554 -0.064 0.109 0.021 0.39
H -4.016499 -2.802004 -1.365154 -0.032 -0.108 -0.050 0.35
H 3.015001 2.313196 -3.204754 0.116 -0.042 -0.088 0.32
H -2.131399 2.059196 4.358546 0.055 -0.036 0.089 0.47
H -2.281499 -4.662204 2.871046 0.055 -0.013 0.070 0.46
H 0.235501 -3.994804 -0.780054 0.015 -0.143 -0.040 0.49
H 0.994401 3.689296 2.046246 -0.001 0.033 0.061 0.37
```
Forces are in eV/Å.

Values from the calculation:
* relative energy (zero: lowest compared OMol25 entry of this formula, charge and spin): 36.7 kcal per mole
* net charge: +3
* molecular weight: 724.065 g mol⁻¹
* gap between HOMO and LUMO: 3.7 eV
* 2S+1: 1

***

Record 2
Molecular formula: C3H6FeO4
Method: DFT, wB97M-V/def2-TZVPD

Structure (XYZ):
```
14
Properties=species:S:1:pos:R:3:forces:R:3:lowdin_spin:R:1
Fe -1.879541 -1.764467 1.604204 -0.228 -1.137 0.268 4.56
O -1.652275 0.119756 1.091900 -0.374 0.694 0.542 0.23
O 2.354794 -0.818067 -2.262708 2.443 -0.518 -3.086 0.82
O 1.295574 -1.718281 -0.578576 -1.403 -0.137 0.541 0.10
O 1.295261 0.547333 -0.902070 1.574 -1.068 -2.047 0.03
C 0.510893 0.832789 0.255017 0.009 0.111 1.111 0.02
C 1.686190 -0.670233 -1.262547 -5.157 1.610 5.999 0.08
C -0.972896 0.659523 -0.045321 0.119 0.249 -1.010 0.04
H 0.377918 -1.694378 0.012570 3.015 0.301 -2.063 0.09
H -2.006900 0.822571 1.650593 -0.180 0.343 0.195 0.01
H 0.721627 1.878307 0.507937 0.249 -0.290 -0.251 0.00
H -1.418526 1.621898 -0.322280 -0.085 -0.350 0.047 0.00
H 0.833519 0.229999 1.116149 -0.027 0.004 -0.245 0.01
H -1.145639 -0.046748 -0.864869 0.042 0.188 -0.003 0.01
```
Forces are in eV/Å.

Values from the calculation:
* relative energy (zero: lowest compared OMol25 entry of this formula, charge and spin): 0.0 kcal per mole
* net charge: +2
* molecular weight: 161.922 g mol⁻¹
* gap between HOMO and LUMO (alpha / beta): 7.9 / 7.0 eV
* 2S+1: 7

***

Record 3
Molecular formula: C6H8LaO6
Method: DFT, wB97M-V/def2-TZVPD

Structure (XYZ):
```
21
Properties=species:S:1:pos:R:3:forces:R:3:mulliken_charge:R:1
La -1.507656 0.400240 -1.250212 -3.075 -1.957 -1.522 1.47
O -0.882131 -0.657050 0.742865 0.458 -0.166 -0.149 -0.74
O 0.170950 -0.770805 -1.771412 -0.019 -0.344 -0.983 -0.62
O -0.692933 2.075264 -0.559700 1.033 2.166 0.746 -0.54
O 1.431988 1.316940 1.532716 0.268 0.834 -0.221 -0.33
O 1.022802 -0.189678 3.082147 -0.135 -0.227 -1.577 -0.49
O 1.053444 -1.830594 0.597131 -0.096 0.837 -0.732 -0.27
C 0.576104 -2.716834 -0.452031 -0.046 -0.318 0.048 -0.45
C 0.349523 -0.766180 0.866483 -0.176 -1.631 2.430 1.01
C 1.022307 0.130067 1.920198 -0.018 0.429 1.082 0.51
C 0.533648 2.661636 -0.344190 1.666 1.496 0.544 -0.27
C 0.773119 -2.012485 -1.787265 1.405 -0.497 0.241 -0.38
C 1.632134 1.733639 0.157738 0.006 -0.512 0.109 -0.42
H 0.437455 -2.717952 -2.570247 -0.112 0.517 0.089 0.38
H 0.442998 3.492159 0.385001 -0.043 -0.349 -0.315 0.30
H -0.471705 -2.970863 -0.252817 0.219 0.027 -0.023 0.27
H 1.858463 -1.841688 -1.930511 -0.329 -0.389 -0.031 0.30
H 1.748556 0.846640 -0.480597 -0.086 0.104 0.010 0.25
H 0.952618 3.106105 -1.272386 -0.368 -0.156 0.296 0.32
H 1.207334 -3.607307 -0.372912 -0.236 0.197 0.012 0.34
H 2.593726 2.260844 0.170416 -0.315 -0.060 -0.051 0.37
```
Forces are in eV/Å.

Values from the calculation:
* net charge: +1
* molecular weight: 315.030 g mol⁻¹
* gap between HOMO and LUMO: 9.6 eV
* 2S+1: 1

***

Record 4
Molecular formula: C46H52NO7
Method: DFT, wB97M-V/def2-TZVPD

Structure (XYZ):
```
106
Properties=species:S:1:pos:R:3:forces:R:3:mulliken_charge:R:1
O -1.951905 5.226945 6.894476 -0.004 -0.003 -0.029 -0.66
O 0.009745 1.942687 3.142146 0.023 -0.004 -0.117 -0.69
O -3.003162 -0.664649 -1.986303 0.139 -0.183 0.046 -0.23
O 1.168966 -5.610139 2.924851 -0.018 -0.006 -0.007 -0.67
O 3.284172 0.260491 -5.243412 -0.246 -0.107 -0.136 -0.37
O -3.119382 -8.066574 0.852633 0.006 0.014 0.015 -0.66
O 4.070347 1.152442 -4.464790 0.226 0.030 0.071 -0.37
N 3.495033 4.503302 -5.565965 0.364 -0.209 -0.285 0.05
C 3.199000 2.039894 -3.791892 -0.173 0.007 0.123 -0.19
C 2.257915 2.751699 -4.781360 0.197 0.304 0.131 0.67
C 1.394923 -0.604386 -0.746932 0.343 -0.273 0.121 -0.66
C 1.618451 4.073584 -4.301827 -0.026 -0.121 0.094 -0.20
C -1.698505 -9.421528 2.848211 0.005 -0.091 0.044 -0.54
C 1.870743 0.754052 -0.268595 -0.293 0.253 -0.088 -1.80
C -1.788013 -6.123650 0.918459 0.055 -0.008 0.064 0.29
C -2.344284 1.159609 4.436015 -0.057 -0.074 0.010 -0.67
C 1.448506 6.429899 4.788906 0.012 -0.015 -0.022 -0.47
C 1.360525 4.370278 -1.699209 -0.026 -0.267 -0.022 -1.04
C 0.308922 6.079426 5.491401 0.076 0.077 0.004 -0.60
C -1.522863 0.210653 -3.695369 -0.138 -0.087 -0.004 -0.42
C 0.197937 -9.429922 4.327666 -0.024 -0.019 -0.008 -0.50
C 0.717044 4.103147 -3.063237 0.304 0.301 -0.005 -0.56
C -3.343850 2.848702 6.407845 -0.087 -0.056 0.035 -0.63
C 1.364016 4.347555 3.589029 0.077 0.068 -0.034 -0.44
C 0.213937 3.994508 4.284213 -0.071 -0.005 0.047 0.19
C 0.182987 -6.159468 2.480509 0.095 0.034 0.035 0.54
C -1.525518 4.493930 6.029743 -0.033 0.054 0.089 0.47
C -3.990764 1.660376 6.115531 0.011 -0.021 -0.021 -0.49
C 0.559968 -8.169677 3.884956 0.030 -0.070 0.066 -0.57
C -2.563308 -5.477025 -0.036604 -0.013 0.075 -0.067 -0.92
C -0.208845 -7.526280 2.923610 -0.076 0.029 -0.051 0.20
C -0.764484 -0.981323 -4.328089 0.102 0.327 0.118 -0.71
C -1.140718 -3.547607 0.126582 -0.072 -0.016 -0.007 -0.04
C -1.338514 -8.158264 2.397283 0.050 0.083 -0.011 0.19
C -1.833187 0.111679 -2.210439 -0.287 0.031 0.082 0.13
C 0.919853 -2.164880 -2.724747 -0.081 0.027 0.179 -1.35
C -1.688525 2.349530 4.726785 0.023 0.074 0.033 0.25
C 3.186194 3.287915 -5.816924 -0.239 -0.278 0.225 -0.67
C -0.447820 2.693585 3.980703 0.020 -0.052 -0.051 0.46
C -0.309483 4.860363 5.245621 -0.016 -0.078 -0.042 0.34
C -3.493456 0.817762 5.127203 -0.015 0.016 0.021 -0.54
C -2.166951 -7.502746 1.346435 -0.075 -0.060 -0.040 0.65
C -0.361709 -4.187510 1.073439 0.020 0.107 -0.070 -0.85
C 1.983554 3.176738 -0.972833 -0.120 0.431 0.067 -0.80
C -0.933854 -10.053415 3.813386 0.028 0.013 0.013 -0.48
C 2.778032 5.076850 -4.403150 -0.622 0.174 -0.556 -0.89
C -4.126363 0.087625 -1.568830 0.199 -0.109 -0.298 -0.79
C -2.240146 -4.191075 -0.432927 0.002 0.010 -0.006 -0.70
C 1.515208 -0.835919 -2.249153 0.060 0.094 0.154 1.05
C -2.194515 3.200226 5.712823 0.067 0.010 -0.070 0.27
C 1.090572 1.957218 -0.825283 0.088 -0.183 0.464 0.79
C -0.679449 -5.480047 1.470068 -0.045 -0.094 0.004 0.15
C 1.979734 5.560808 3.841618 -0.009 0.011 0.009 -0.59
C -0.456995 -2.152789 -3.401848 0.028 -0.382 -0.160 -0.05
H -4.003408 -0.108653 4.899272 -0.003 -0.010 0.007 0.42
H 1.782177 0.775380 0.815387 0.194 0.039 0.149 0.59
H 3.604157 2.719344 -6.634514 0.189 0.106 -0.122 0.52
H 0.006587 4.907705 -3.245132 -0.112 0.054 0.011 0.48
H -0.107883 6.743051 6.236030 -0.054 -0.045 0.026 0.49
H 1.928641 7.379836 4.982086 0.011 0.003 0.004 0.40
H 2.945532 2.933135 -1.420428 0.044 -0.183 -0.013 0.33
H 0.129504 3.187992 -3.061855 -0.096 -0.091 0.058 -0.14
H 3.224006 -0.528157 -4.681998 0.065 0.001 0.051 0.36
H 0.325314 2.207372 -0.090349 -0.280 0.032 -0.089 1.04
H -1.966233 1.114813 -1.798443 -0.068 0.092 0.078 0.81
H -4.885835 1.387950 6.658371 -0.008 -0.005 0.001 0.40
H -2.845529 -3.684464 -1.174148 0.009 0.036 0.011 0.52
H 1.098561 0.020750 -2.785459 -0.138 -0.110 -0.175 -0.59
H -1.218221 -11.035429 4.166873 0.005 -0.010 0.001 0.41
H 2.032055 -1.342885 -0.255641 -0.110 -0.185 0.061 0.58
H 0.970747 4.351159 -5.135118 -0.130 -0.030 -0.091 0.47
H 2.585918 -0.840496 -2.471789 0.151 0.098 -0.038 0.84
H -0.896236 -2.539033 -0.176871 -0.046 0.039 -0.015 0.60
H -2.576863 -9.899820 2.438050 -0.017 0.049 -0.051 0.48
H 3.878429 2.759259 -3.335195 0.096 0.018 0.044 0.33
H -1.240818 -2.287521 -2.660289 -0.150 0.141 0.049 -0.33
H 2.878510 5.832269 3.303360 0.008 0.008 0.003 0.42
H 0.598697 4.805510 -1.055578 -0.140 0.005 0.037 0.53
H 3.428696 5.173129 -3.542384 0.210 -0.148 0.067 0.41
H -0.496546 -3.059823 -4.004110 -0.057 -0.121 -0.002 0.64
H -1.028072 -0.355307 -1.648297 0.052 0.042 -0.056 -0.79
H 0.558323 1.696108 -1.738816 0.108 0.001 -0.191 -1.21
H 0.385055 -0.802861 -0.390841 -0.116 0.072 -0.007 -0.10
H 4.177073 4.998859 -6.129868 -0.019 0.159 0.134 0.27
H 0.796729 -9.929189 5.077608 0.000 -0.006 0.008 0.40
H 1.770730 3.661893 2.858202 -0.048 -0.057 0.009 0.57
H -4.346616 0.885491 -2.281782 -0.024 0.152 -0.003 0.30
H 0.177630 -0.622082 -4.748409 0.094 0.029 -0.107 0.03
H 0.495732 -3.694914 1.511875 0.021 -0.060 0.046 0.57
H 2.215765 3.513529 0.037831 0.202 0.044 0.070 0.39
H 1.529907 2.055545 -5.178734 -0.040 -0.145 -0.100 0.49
H -4.974338 -0.587939 -1.553400 -0.078 -0.076 0.126 0.28
H -3.416588 -5.988587 -0.459579 0.002 -0.065 0.043 0.48
H -1.946309 0.507703 3.671011 0.064 0.030 -0.011 0.60
H 0.835961 -2.821134 -1.858597 0.142 -0.146 0.068 0.31
H 2.644829 1.550649 -2.991923 -0.113 -0.109 -0.146 -0.17
H 1.633934 -2.658566 -3.379872 0.063 0.002 -0.229 0.29
H -1.342014 -1.333334 -5.177253 -0.071 -0.111 -0.068 0.53
H 2.929325 0.871962 -0.507487 0.164 -0.065 -0.043 0.48
H -3.958681 0.510474 -0.578625 -0.081 0.095 0.132 0.31
H -3.722999 3.511095 7.173328 0.046 0.055 -0.008 0.50
H -1.018458 1.161243 -3.878544 0.251 0.036 -0.065 -0.25
H 2.413315 6.056177 -4.701522 0.111 0.176 0.196 0.37
H 2.122774 5.140876 -1.809132 0.031 0.199 0.065 0.36
H 1.435888 -7.675061 4.280711 -0.008 0.064 -0.031 0.47
H -2.488569 0.300392 -4.190441 -0.107 0.123 -0.049 0.62
```
Forces are in eV/Å.

Values from the calculation:
* relative energy (zero: lowest compared OMol25 entry of this formula, charge and spin): 0.0 kcal per mole
* net charge: +1
* molecular weight: 730.922 g mol⁻¹
* gap between HOMO and LUMO: 6.9 eV
* 2S+1: 1

***

> What is the formula in the first record?

C32H29GeInN2O2PS

***

> Number 3 is which compound?

C6H8LaO6

***

Copy entry 2 word for word.
Molecular formula: C3H6FeO4
Method: DFT, wB97M-V/def2-TZVPD

Structure (XYZ):
```
14
Properties=species:S:1:pos:R:3:forces:R:3:lowdin_spin:R:1
Fe -1.879541 -1.764467 1.604204 -0.228 -1.137 0.268 4.56
O -1.652275 0.119756 1.091900 -0.374 0.694 0.542 0.23
O 2.354794 -0.818067 -2.262708 2.443 -0.518 -3.086 0.82
O 1.295574 -1.718281 -0.578576 -1.403 -0.137 0.541 0.10
O 1.295261 0.547333 -0.902070 1.574 -1.068 -2.047 0.03
C 0.510893 0.832789 0.255017 0.009 0.111 1.111 0.02
C 1.686190 -0.670233 -1.262547 -5.157 1.610 5.999 0.08
C -0.972896 0.659523 -0.045321 0.119 0.249 -1.010 0.04
H 0.377918 -1.694378 0.012570 3.015 0.301 -2.063 0.09
H -2.006900 0.822571 1.650593 -0.180 0.343 0.195 0.01
H 0.721627 1.878307 0.507937 0.249 -0.290 -0.251 0.00
H -1.418526 1.621898 -0.322280 -0.085 -0.350 0.047 0.00
H 0.833519 0.229999 1.116149 -0.027 0.004 -0.245 0.01
H -1.145639 -0.046748 -0.864869 0.042 0.188 -0.003 0.01
```
Forces are in eV/Å.

Values from the calculation:
* relative energy (zero: lowest compared OMol25 entry of this formula, charge and spin): 0.0 kcal per mole
* net charge: +2
* molecular weight: 161.922 g mol⁻¹
* gap between HOMO and LUMO (alpha / beta): 7.9 / 7.0 eV
* 2S+1: 7